Formula: C16H18IN2O7PPtTe
Source: the Open Molecules 2025 dataset
Level of theory: ωB97M-V/def2-TZVPD

The geometry in ORCA input format:
```
! wB97M-V def2-TZVPD RIJCOSX def2/J DEFGRID3
* xyz 0 1
Pt -0.6813 0.8275 -1.2786
O -1.5058 1.7625 0.3679
C -0.7794 2.2506 1.2512
C 0.5010 2.8463 1.1050
C 1.0303 3.5035 2.2259
C 2.2379 4.1313 2.1512
C 3.0042 4.0740 0.9691
C 2.5265 3.4204 -0.1242
C 1.2319 2.8162 -0.1295
O 0.7888 2.3126 -1.2121
N 2.7356 4.8718 3.3002
O 3.8087 5.4337 3.1883
O 2.0554 4.8922 4.3087
H -1.1937 2.2580 2.2675
H 0.4779 3.5377 3.1564
H 3.9736 4.5522 0.9572
H 3.1009 3.3551 -1.0381
I 0.4452 0.7327 -7.1006
C 0.7510 -0.0477 -5.1921
C 1.5792 -1.1421 -4.9968
C 1.7576 -1.6131 -3.7063
C 1.1046 -0.9877 -2.6602
N 0.3057 0.0643 -2.8743
C 0.1226 0.5356 -4.1089
H 2.0749 -1.6130 -5.8347
H 2.3978 -2.4606 -3.5084
H 1.2117 -1.3060 -1.6304
H -0.5280 1.3908 -4.2175
C -1.0762 -5.6244 0.1751
C -1.5149 -4.2603 0.6570
O -0.4769 -3.3238 0.3619
P -0.6972 -1.7472 0.5514
O 0.6115 -1.0903 0.3688
Te -2.4326 -1.0629 -1.0367
O -1.1855 -1.5874 2.0644
C -2.5517 -1.5944 2.5070
C -3.0194 -0.1904 2.8142
H -1.7591 -6.3889 0.5468
H -0.0734 -5.8375 0.5450
H -1.0603 -5.6616 -0.9138
H -1.6964 -4.2706 1.7347
H -2.4386 -3.9534 0.1524
H -2.5722 -2.2167 3.4016
H -3.1958 -2.0556 1.7552
H -2.3413 0.2729 3.5334
H -4.0227 -0.2177 3.2411
H -3.0321 0.4112 1.9044
*
```

Computed properties:
Electronic energy in eV: -62126.073
LUMO level in eV: -0.716
E_HOMO in eV: -7.979
Maximum force in eV/Å: 1.694

Formula: C16H18N2O2S2Ti
Source: the Open Molecules 2025 dataset
Level of theory: ωB97M-V/def2-TZVPD

The geometry in ORCA input format:
```
! wB97M-V def2-TZVPD RIJCOSX def2/J DEFGRID3
* xyz 0 1
Ti -0.7036 -0.9106 -1.0673
C -4.5763 -2.4286 -1.1390
C -3.3439 -1.9976 -0.4123
O -2.2503 -1.9940 -1.1320
C -3.3417 -1.6216 0.9011
C -2.1731 -1.2437 1.6204
C -2.2502 -1.0899 3.1072
N -1.0376 -1.0543 0.9956
N 0.0687 -0.7724 1.7892
C 1.1128 -0.7417 1.0269
O 1.0286 -0.9819 -0.2691
C 2.4430 -0.3950 1.5651
C 3.4911 -0.1263 0.6912
C 4.7368 0.2210 1.1919
C 4.9415 0.2941 2.5616
C 3.8963 0.0206 3.4354
C 2.6497 -0.3209 2.9410
H -4.9631 -1.5814 -1.7097
H -5.3501 -2.7687 -0.4543
H -4.3316 -3.2191 -1.8464
H -4.2677 -1.6880 1.4526
H -3.2594 -1.2778 3.4639
H -1.9351 -0.0854 3.3908
H -1.5559 -1.7774 3.5897
H 3.3218 -0.1894 -0.3748
H 5.5495 0.4344 0.5099
H 5.9151 0.5626 2.9509
H 4.0548 0.0741 4.5046
H 1.8268 -0.5308 3.6103
C -0.3640 3.5151 -2.1613
C -0.4879 2.0152 -2.2542
S -1.3847 1.2618 -0.9257
C 0.0284 1.2789 -3.2527
C 0.7815 1.8625 -4.4115
S -0.1987 -0.4710 -3.3288
H -0.8060 3.8810 -1.2366
H -0.8786 4.0055 -2.9903
H 0.6793 3.8349 -2.1757
H 0.8759 2.9443 -4.3335
H 0.2748 1.6281 -5.3502
H 1.7830 1.4335 -4.4742
*
```

Computed properties:
Electronic energy in eV: -68748.188
LUMO level in eV: -0.656
E_HOMO in eV: -7.638
Maximum force in eV/Å: 0.423

Formula: C16H18N2O3
Source: the Open Molecules 2025 dataset
Level of theory: ωB97M-V/def2-TZVPD

The geometry in ORCA input format:
```
! wB97M-V def2-TZVPD RIJCOSX def2/J DEFGRID3
* xyz 0 1
O 1.2803 -1.7281 2.9297
N 0.0829 -1.8951 3.0336
O -0.4759 -2.1655 4.0785
C -0.7451 -1.7079 1.8778
C -2.0463 -1.2646 2.0899
C -2.8684 -0.9843 1.0206
C -2.3751 -1.1431 -0.2671
C -1.0962 -1.6096 -0.4884
C -0.2473 -1.9234 0.5765
O 0.9348 -2.5454 0.4820
C 1.7218 -2.5117 -0.6921
C 2.8122 -1.4448 -0.5836
H 3.3555 -1.6091 0.3491
H 3.5040 -1.5748 -1.4173
C 2.2655 -0.0197 -0.6008
N 1.4300 0.2391 0.5551
H 1.8747 -0.1418 1.3859
C 1.1254 1.6483 0.7518
C 0.0916 2.0955 -0.2484
C 0.4618 2.6586 -1.4625
C -0.4968 3.0197 -2.3934
C -1.8393 2.8245 -2.1187
C -2.2177 2.2730 -0.9066
C -1.2577 1.9114 0.0211
H -1.5538 1.4839 0.9673
H -3.2643 2.1284 -0.6811
H -2.5876 3.1079 -2.8444
H -0.1950 3.4572 -3.3341
H 1.5082 2.8224 -1.6794
H 0.7250 1.7629 1.7617
H 2.0278 2.2801 0.6606
H 3.1221 0.6797 -0.6500
H 1.6584 0.1399 -1.4999
H 2.1860 -3.5012 -0.7553
H 1.1197 -2.3495 -1.5889
H -0.7636 -1.7364 -1.5057
H -3.0017 -0.9099 -1.1147
H -3.8748 -0.6334 1.1830
H -2.3808 -1.1331 3.1082
*
```

Computed properties:
Electronic energy in eV: -26003.569
LUMO level in eV: -0.085
Structure (SMILES): O=[N+]([O-])c1ccccc1OCCCNCc1ccccc1
E_HOMO in eV: -8.606
Maximum force in eV/Å: 1.206

Formula: C16H18N2O4
Source: the Open Molecules 2025 dataset
Level of theory: ωB97M-V/def2-TZVPD

The geometry in ORCA input format:
```
! wB97M-V def2-TZVPD RIJCOSX def2/J DEFGRID3
* xyz 0 1
C 2.3524 -1.2343 1.5123
C 2.8622 -0.3978 0.3707
O 3.9857 0.0363 0.3720
N 1.9314 -0.1178 -0.6464
C 1.5351 -1.3234 -1.3828
C 2.3402 0.9872 -1.5188
C 1.9011 2.3889 -1.0092
C 1.1109 2.3637 0.2921
C -0.3102 1.8014 0.0362
C -0.8139 0.9666 1.1602
C -1.6601 -0.0785 1.1556
C -2.4154 -0.7499 0.0832
C -2.1767 -0.5600 -1.2807
C -2.9279 -1.2323 -2.2397
N -3.8967 -2.0993 -1.9363
C -4.1175 -2.2962 -0.6397
C -3.4377 -1.6623 0.4005
C -1.7511 -0.5401 2.5801
O -2.5181 -1.2428 3.1381
O -0.7417 0.0962 3.2953
C -0.4010 1.2072 2.5675
O 0.0597 2.1789 3.0430
H 3.0817 -2.0028 1.7436
H 2.1970 -0.6040 2.3829
H 1.4104 -1.7227 1.2842
H 2.4032 -1.8365 -1.8009
H 1.0479 -2.0320 -0.7188
H 0.8271 -1.0759 -2.1631
H 1.8723 0.8119 -2.4838
H 3.4094 0.9853 -1.7087
H 1.3080 2.8662 -1.7883
H 2.7903 3.0054 -0.9100
H 1.6424 1.7267 0.9886
H 1.0551 3.3613 0.7087
H -0.9832 2.6394 -0.1427
H -0.2427 1.2198 -0.8680
H -1.4063 0.1050 -1.6230
H -2.7286 -1.0499 -3.2855
H -4.8892 -3.0106 -0.3844
H -3.7056 -1.8783 1.4161
*
```

Computed properties:
Electronic energy in eV: -28054.119
LUMO level in eV: -1.200
Structure (SMILES): CC(=O)N(C)CCCCC1=C(c2ccncc2)C(=O)OC1=O
E_HOMO in eV: -9.759
Maximum force in eV/Å: 1.262

Formula: C16H18N2O4S
Source: the Open Molecules 2025 dataset
Level of theory: ωB97M-V/def2-TZVPD

The geometry in ORCA input format:
```
! wB97M-V def2-TZVPD RIJCOSX def2/J DEFGRID3
* xyz 0 1
C 0.1255 3.7202 0.6712
C 0.1447 2.4719 -0.1269
C -0.8834 1.7329 -0.6666
C -0.2659 0.6310 -1.3293
C 1.0691 0.7741 -1.1251
O 1.3263 1.8786 -0.3917
S 2.4269 -0.2542 -1.6797
O 1.8305 -1.2839 -2.4725
O 3.4269 0.5915 -2.2496
N 3.0830 -0.9715 -0.3363
C 2.1913 -1.8306 0.4104
H 1.4164 -2.1999 -0.2595
C 1.6605 -0.9660 1.5618
H 1.4401 -1.5645 2.4437
H 0.7449 -0.4614 1.2548
C 2.7854 0.0502 1.8182
H 2.3926 1.0618 1.9022
H 3.3197 -0.1810 2.7384
C 3.7302 -0.0796 0.6049
H 4.6850 -0.5243 0.8990
H 3.9287 0.8661 0.1031
H 2.7701 -2.6764 0.7932
H -0.7282 -0.1481 -1.8975
C -2.3137 2.1014 -0.6481
O -2.6918 3.2572 -0.6376
N -3.2099 1.0769 -0.7121
C -3.0005 -0.2889 -0.4779
C -3.6696 -1.2283 -1.2561
C -3.4676 -2.5787 -1.0385
C -2.6028 -3.0042 -0.0443
C -1.9581 -2.0715 0.7511
C -2.1621 -0.7198 0.5467
H -1.6863 0.0097 1.1848
H -1.3014 -2.3984 1.5433
H -2.4401 -4.0584 0.1177
H -3.9843 -3.3011 -1.6519
H -4.3387 -0.8939 -2.0352
H -4.1589 1.3648 -0.9164
H 0.9062 4.3930 0.3234
H 0.3045 3.5096 1.7261
H -0.8455 4.1939 0.5590
*
```

Computed properties:
Electronic energy in eV: -38889.123
LUMO level in eV: 0.606
Structure (SMILES): Cc1oc(S(=O)(=O)N2CCCC2)cc1C(=O)Nc1ccccc1
E_HOMO in eV: -9.054
Maximum force in eV/Å: 1.230

Formula: C16H18N3O10PTi
Source: the Open Molecules 2025 dataset
Level of theory: ωB97M-V/def2-TZVPD

The geometry in ORCA input format:
```
! wB97M-V def2-TZVPD RIJCOSX def2/J DEFGRID3
* xyz 0 3
Ti 0.0386 -0.3518 0.3098
O 2.3227 -5.7697 -0.0385
C 1.7166 -4.7383 0.0085
C 1.4532 -3.7826 -1.1590
O 1.8833 -3.8916 -2.2835
C 0.6475 -2.6988 -0.5958
C 0.4674 -2.8615 0.7755
O -0.1416 -1.9515 1.5005
C 1.0391 -4.1297 1.2426
O 1.0271 -4.5961 2.3548
O 0.1970 -1.6349 -1.2248
C -3.5995 0.7526 2.1159
O -3.4353 0.8311 0.6951
P -2.5960 -0.3090 -0.0610
O -3.0666 -0.0661 -1.5713
C -2.1664 0.4908 -2.5348
O -3.4508 -1.5937 0.3522
C -2.9303 -2.9013 0.0429
H -4.0801 1.6770 2.4234
H -2.6336 0.6595 2.6186
H -4.2246 -0.0984 2.3784
H -2.5544 0.2269 -3.5144
H -1.1659 0.0636 -2.4294
H -2.1352 1.5768 -2.4414
H -3.7872 -3.5616 -0.0509
H -2.2831 -3.2356 0.8510
H -2.3749 -2.8938 -0.8962
N 5.0028 0.8169 -1.4754
C 4.4540 0.0591 -0.3576
C 2.9414 0.1164 -0.3992
O 2.2374 -0.2974 0.5079
O 2.4282 0.6439 -1.4845
H 5.3666 1.7158 -1.1907
H 3.2099 0.9103 -2.0337
H 5.7320 0.3150 -1.9603
H 4.7820 0.3895 0.6281
H 4.7180 -0.9963 -0.4434
N -0.5134 5.6800 -1.9080
C -0.4831 4.9143 -1.0520
C -0.4416 3.9534 0.0132
C -0.6805 4.3342 1.3450
C -0.5848 3.3359 2.3141
C -0.2909 2.0486 1.9485
N -0.0962 1.6596 0.6434
C -0.1527 2.6446 -0.2953
H -0.9117 5.3583 1.5949
H -0.7313 3.5625 3.3609
H -0.1957 1.2675 2.6960
H 0.0425 2.3558 -1.3201
*
```

Computed properties:
Electronic energy in eV: -74234.735
LUMO level (spin up / spin down) in eV: -0.599 / -0.381
E_HOMO (spin up / spin down) in eV: -6.246 / -8.175
Maximum force in eV/Å: 0.476